Entry 1:
Here is a 2-piece molecular cluster, C11H15N overall in a non-equilibrium geometry from OMol25. Energies are from ωB97M-V/def2-TZVPD.

Summary:
LUMO: 0.9 eV
SMILES string: Cc1c[nH]c2ccccc12.CC
Energy relative to the best compared isomer or geometry (same formula, charge and spin): 0.975 eV
F_max: 2.43 eV/A

XYZ file:
```
27
C11H15N, DFT ωB97M-V/def2-TZVPD
N -1.31863 -0.49162 1.14506
C -0.46764 -1.00662 0.14688
C 2.22342 2.44806 2.04932
C -1.85665 0.57843 -0.76675
C 2.97560 1.43308 2.88901
C 1.27564 -2.18658 -0.82607
C 0.08196 -0.53627 -2.14463
C -2.44920 1.71764 -1.56336
C 0.47072 -2.00311 0.31017
C -0.79563 -0.32096 -1.05831
C -2.22492 0.37714 0.52702
C 1.08906 -1.48325 -2.01235
H 1.93131 -3.04438 -0.72864
H 1.42938 1.99644 1.48068
H -1.64928 -1.05972 1.91004
H -2.96504 0.79450 1.19021
H 1.68695 -1.77054 -2.86636
H 2.93284 2.98658 1.41540
H -3.26552 2.10817 -0.95608
H 1.85987 3.22688 2.72082
H 2.72408 0.42600 2.50989
H 4.06050 1.48770 2.94318
H 0.07216 0.23187 -2.90971
H 0.47866 -2.62161 1.18963
H -1.77921 2.57926 -1.63466
H 2.61863 1.24295 3.90779
H -2.75461 1.37338 -2.55008
```


Entry 2:
Here is a 2-piece molecular cluster, C11H15N overall in a non-equilibrium geometry from OMol25. Energies are from ωB97M-V/def2-TZVPD.

Summary:
LUMO: 0.9 eV
SMILES string: Cc1c[nH]c2ccccc12.CC
Energy relative to the best compared isomer or geometry (same formula, charge and spin): 0.595 eV
F_max: 1.56 eV/A

XYZ file:
```
27
C11H15N, DFT ωB97M-V/def2-TZVPD
N 1.99313 1.66210 1.20408
C -1.09862 -0.04312 0.76392
C -0.88188 -0.73215 -0.41559
C -1.10952 -3.04535 -3.21236
C -0.97256 1.87412 3.40157
C -1.29379 -2.84834 -4.73794
C -0.04848 0.70508 1.28397
C 1.41650 0.02180 -0.57563
C 1.30167 2.22999 2.25644
C 1.19526 0.73157 0.60186
C 0.36399 -0.74581 -1.04261
C 0.07313 1.67642 2.34827
H -0.53169 -2.15045 -5.08303
H -1.11228 -4.11107 -2.99226
H -2.27253 -2.43720 -4.96199
H -2.01375 -0.20265 1.31990
H -1.58671 -1.42125 -0.86177
H -1.16854 -3.77743 -5.28587
H -1.75713 1.13170 3.21778
H 2.94488 1.90079 0.99628
H -1.87277 -2.54176 -2.62607
H -0.16221 -2.60953 -2.93768
H -0.71421 1.69244 4.44369
H 2.38518 0.09362 -1.05422
H 1.74036 2.99370 2.87565
H 0.56390 -1.25225 -1.97129
H -1.50512 2.82532 3.32022
```


no.,E_HOMO (eV),Kohn-Sham gap (eV)
1,-7.89,8.8130
2,-7.82,8.7700